(A)
{
  "formula": "C10H22N",
  "method": "ωB97M-V with the def2-TZVPD basis set",
  "lumo_ha": -0.1838,
  "charge": 1,
  "homo_lumo_gap_ev": 6.80,
  "elements": ["H", "H", "C", "H", "C", "H", "H", "C", "C", "H", "H", "H", "C", "H", "H", "N", "C", "H", "H", "H", "C", "H", "H", "H", "H", "H", "H", "H", "H", "C", "C", "H", "C"],
  "coordinates": [[1.88, 0.43, -2.40], [2.42, 1.44, 1.27], [-0.26, 1.40, -1.12], [0.39, -1.07, 2.55], [1.75, -2.36, 1.38], [2.78, -0.40, -1.07], [-2.01, -0.18, -2.44], [2.10, 0.33, -1.40], [0.52, -1.46, 1.46], [-0.05, 1.48, -2.28], [0.09, 2.34, -0.60], [1.45, 0.70, 2.51], [0.74, 0.03, -0.74], [-3.16, 2.10, 0.13], [2.65, -1.81, 1.42], [-1.64, 1.22, -1.02], [-2.48, 0.85, -2.16], [0.28, -0.82, -1.24], [-1.45, -2.29, 1.75], [0.50, 1.57, 1.40], [1.46, 0.90, 1.45], [-2.47, 0.44, 0.79], [1.71, -2.82, 2.42], [-3.61, 0.90, -2.17], [-1.55, 2.11, 0.80], [-2.22, 1.63, -2.96], [2.57, 1.26, -1.12], [-1.50, -1.29, 0.66], [1.76, -3.10, 0.59], [-0.83, -2.04, 0.95], [-2.25, 1.53, 0.25], [-0.53, -2.87, 0.26], [0.97, -0.19, 0.68]],
  "nbo_charge": [0.234, 0.293, -0.134, 0.226, -0.619, 0.220, 0.205, -0.575, -0.286, 0.232, 0.217, 0.249, -0.405, 0.224, 0.224, -0.441, -0.434, 0.241, 0.246, 0.304, -0.789, 0.169, 0.256, 0.256, 0.187, 0.207, 0.219, 0.224, 0.240, -0.631, -0.380, 0.233, 0.589]
}


(B)
{
  "formula": "C10H22N",
  "method": "ωB97M-V with the def2-TZVPD basis set",
  "lumo_ha": -0.1384,
  "charge": 1,
  "homo_lumo_gap_ev": 11.03,
  "elements": ["C", "H", "C", "C", "H", "H", "C", "H", "H", "C", "C", "H", "H", "H", "H", "H", "H", "C", "H", "H", "C", "N", "H", "H", "H", "C", "H", "H", "H", "C", "H", "H", "H"],
  "coordinates": [[2.31, 0.65, 0.77], [-2.43, 1.12, 0.98], [-0.18, 3.08, 0.46], [1.36, -0.25, -0.03], [-0.04, 0.48, 1.25], [2.61, -1.94, 0.42], [-0.18, 2.14, -0.42], [1.26, -1.77, 1.53], [-2.35, -1.65, -1.44], [-2.44, 0.55, 0.05], [-1.31, -0.49, 0.01], [2.25, 1.69, 0.43], [1.00, -0.68, -2.14], [-2.57, -1.85, 1.10], [-3.39, 0.04, -0.01], [-1.22, -0.53, -2.16], [-1.45, -0.98, 2.13], [-1.36, -1.21, -1.33], [-2.38, 1.24, -0.79], [2.68, -0.66, -1.66], [1.72, -0.17, -1.51], [-0.02, 0.23, 0.26], [-0.65, -2.02, -1.39], [2.09, 0.62, 1.83], [-0.89, -2.33, 1.13], [-1.56, -1.47, 1.16], [-0.12, 2.96, 1.53], [1.82, 0.86, -1.83], [1.00, -2.41, -0.10], [1.55, -1.68, 0.49], [-0.20, 2.03, -1.48], [-0.24, 4.10, 0.11], [3.33, 0.32, 0.62]],
  "nbo_charge": [-0.625, 0.215, -0.449, 0.132, 0.410, 0.242, 0.118, 0.220, 0.245, -0.611, 0.129, 0.223, 0.227, 0.242, 0.242, 0.217, 0.212, -0.630, 0.219, 0.245, -0.632, -0.437, 0.222, 0.212, 0.228, -0.625, 0.250, 0.215, 0.220, -0.626, 0.225, 0.278, 0.246]
}


Which of them is most stable? Easy: (B).


(A)
{
  "formula": "C3H9OP",
  "method": "ωB97M-V with the def2-TZVPD basis set",
  "lumo_ha": 0.0294,
  "smiles": "CC=O.CP",
  "homo_lumo_gap_ev": 10.43,
  "elements": ["H", "H", "O", "H", "H", "H", "C", "P", "H", "C", "H", "H", "H", "C"],
  "coordinates": [[0.95, -0.82, -1.03], [-0.51, 0.21, -2.86], [-1.51, -1.46, -3.12], [1.69, 0.52, 0.98], [-0.09, 2.90, 1.66], [-0.42, -0.42, -0.35], [-0.74, -0.85, -2.42], [-0.43, 1.55, 1.07], [-1.40, 1.36, 2.12], [-0.10, -1.09, -1.08], [-0.19, -2.14, -0.89], [1.19, 0.43, 2.72], [0.63, -0.60, 1.52], [0.93, 0.41, 1.68]],
  "nbo_charge": [0.232, 0.078, -0.517, 0.223, 0.001, 0.244, 0.457, 0.236, -0.015, -0.734, 0.229, 0.236, 0.228, -0.898]
}


(B)
{
  "formula": "C3H9OP",
  "method": "ωB97M-V with the def2-TZVPD basis set",
  "lumo_ha": [0.0064, 0.0063],
  "homo_lumo_gap_ev": [7.89, 7.89],
  "elements": ["C", "H", "C", "H", "H", "H", "H", "O", "H", "H", "H", "H", "P", "C"],
  "coordinates": [[-0.41, -0.28, -0.10], [-0.45, 1.08, 3.54], [-0.09, -0.33, 1.31], [0.98, -0.55, 1.68], [1.42, 0.46, -1.24], [-0.72, 1.73, -0.22], [0.66, -0.86, -1.94], [-1.63, -0.77, -0.42], [-0.65, -1.02, 1.83], [0.79, 1.74, 1.96], [1.65, -1.10, -0.41], [-2.02, -0.34, -1.25], [-0.51, 1.39, 2.01], [0.83, -0.53, -0.99]],
  "nbo_charge": [0.416, -0.079, -0.770, 0.246, 0.244, -0.178, 0.221, -0.710, 0.245, -0.047, 0.223, 0.506, 0.377, -0.693]
}


Which of them is most stable? Easy: (A).


(A)
{
  "formula": "C4H11N3S",
  "method": "ωB97M-V with the def2-TZVPD basis set",
  "lumo_ha": 0.0089,
  "smiles": "CNCC/N=C/NS",
  "homo_lumo_gap_ev": 8.47,
  "elements": ["N", "N", "C", "S", "H", "C", "N", "H", "H", "C", "H", "H", "H", "H", "H", "H", "H", "H", "C"],
  "coordinates": [[1.73, -0.74, 0.69], [-0.63, -0.19, -0.10], [0.31, 1.06, -0.25], [-4.50, -0.10, 0.51], [-2.27, 1.09, -0.95], [-1.84, 0.14, -0.36], [-2.96, -0.74, -0.31], [0.92, 0.64, 1.95], [0.77, 0.97, -1.31], [2.78, -0.82, -0.16], [0.90, -1.32, 0.28], [-5.03, 0.06, -0.63], [2.26, 1.24, 0.70], [3.67, -0.03, 0.06], [-3.02, -1.80, 0.34], [2.59, -0.50, -1.16], [-0.30, 2.03, -0.26], [3.32, -1.79, 0.05], [1.30, 0.79, 0.91]],
  "nbo_charge": [-0.652, -0.491, -0.262, 0.138, 0.157, 0.265, -0.749, 0.236, 0.203, -0.408, 0.399, 0.098, 0.209, 0.154, 0.412, 0.152, 0.197, 0.207, -0.265]
}


(B)
{
  "formula": "C4H11N3S",
  "method": "ωB97M-V with the def2-TZVPD basis set",
  "lumo_ha": 0.0141,
  "homo_lumo_gap_ev": 7.12,
  "elements": ["H", "C", "H", "N", "C", "N", "H", "C", "H", "C", "N", "H", "H", "H", "H", "H", "H", "S", "H"],
  "coordinates": [[-0.86, -1.04, -3.20], [-0.36, -0.21, -1.35], [-0.44, 1.15, -3.00], [0.01, 0.87, -2.12], [-0.28, 0.91, 0.92], [-0.94, -1.24, -1.89], [0.29, -2.29, 0.14], [0.35, -1.39, 0.80], [1.67, 0.95, 1.08], [0.89, 1.09, 1.82], [-0.01, -0.17, -0.01], [-0.58, 1.81, 0.47], [1.40, -1.36, 1.13], [0.75, 1.41, -1.71], [-0.29, -1.45, 1.63], [0.81, 2.02, 2.47], [-1.13, 0.77, 1.62], [-2.22, -2.19, -1.42], [0.94, 0.34, 2.62]],
  "nbo_charge": [0.334, 0.608, 0.416, -0.815, -0.217, -0.641, 0.241, -0.405, 0.211, -0.627, -0.452, 0.209, 0.195, 0.400, 0.203, 0.225, 0.185, -0.281, 0.211]
}


Which of them is most stable? Easy: (B).


(A)
{
  "formula": "C2H3BrClN",
  "method": "ωB97M-V with the def2-TZVPD basis set",
  "lumo_ha": 0.0208,
  "smiles": "Cl[C@@]1(Br)CN1",
  "homo_lumo_gap_ev": 10.46,
  "elements": ["Cl", "H", "C", "H", "Br", "C", "H", "N"],
  "coordinates": [[-1.67, 0.54, 1.52], [1.41, -0.65, 0.01], [0.36, -0.72, 0.05], [0.05, -1.62, 0.41], [0.68, 2.15, 0.32], [-0.38, 0.54, 0.37], [0.11, 0.07, -1.66], [-0.56, -0.30, -1.02]],
  "nbo_charge": [0.063, 0.201, -0.283, 0.203, 0.077, -0.073, 0.347, -0.534]
}


(B)
{
  "formula": "C2H3BrClN",
  "method": "ωB97M-V with the def2-TZVPD basis set",
  "lumo_ha": [0.0135, 0.0135],
  "homo_lumo_gap_ev": [7.75, 7.74],
  "elements": ["H", "Br", "H", "N", "C", "H", "C", "Cl"],
  "coordinates": [[0.68, -1.23, 0.42], [1.21, -1.04, -2.26], [-0.16, -0.02, 2.19], [0.18, -0.38, 0.20], [-0.28, 0.34, 1.19], [-0.80, 1.26, 1.00], [-0.10, -0.24, -1.10], [-0.71, 1.31, -1.63]],
  "nbo_charge": [0.436, 0.019, 0.197, -0.439, -0.283, 0.209, -0.140, 0.000]
}


Which of them is most stable? Easy: (A).